No. 1
{
  "formula": "C29H69ClN6O9P",
  "method": "ωB97M-V/def2-TZVPD",
  "largest_force_ev_per_a": 1.13,
  "spin_multiplicity": 1,
  "homo_lumo_gap_ev": 7.523,
  "molar_mass_g_mol": 712.33,
  "total_charge": 1,
  "lumo_ev": -3.83,
  "symbols": ["C", "C", "C", "O", "C", "C", "C", "C", "N", "C", "C", "C", "C", "O", "N", "C", "C", "C", "C", "N", "C", "C", "C", "O", "C", "N", "P", "O", "Cl", "N", "N", "H", "H", "H", "H", "H", "H", "H", "H", "H", "H", "H", "H", "H", "H", "H", "H", "H", "H", "H", "H", "H", "H", "H", "H", "H", "H", "H", "H", "H", "H", "H", "H", "H", "H", "H", "H", "H", "H", "H", "C", "C", "O", "H", "H", "H", "H", "H", "H", "C", "C", "O", "H", "H", "H", "H", "H", "H", "C", "C", "O", "H", "H", "H", "H", "H", "H", "C", "C", "O", "H", "H", "H", "H", "H", "H", "C", "C", "O", "H", "H", "H", "H", "H", "H"],
  "positions_angstrom": [[-0.770, 1.209, 4.846], [0.010, 1.910, 3.727], [1.262, 1.176, 3.229], [1.065, 0.378, 2.040], [0.942, 1.093, 0.884], [0.409, 0.275, -0.296], [1.134, -1.070, -0.475], [0.186, -2.229, -0.785], [-0.957, -2.346, 0.124], [-0.557, -2.610, 1.531], [-1.419, -1.860, 2.553], [-1.853, -3.319, -0.358], [-3.042, -3.629, 0.506], [-1.692, -3.847, -1.436], [0.740, 1.168, -1.437], [-0.171, 2.331, -1.683], [-1.628, 1.871, -1.809], [-2.613, 2.693, -0.954], [-3.675, 1.863, -0.237], [-4.659, 1.240, -1.127], [-4.275, -0.074, -1.639], [-5.965, 1.352, -0.578], [-6.686, 0.130, -0.073], [-6.449, 2.446, -0.448], [2.007, 1.589, -1.075], [2.884, 1.898, -2.029], [4.638, 2.206, -2.034], [5.062, 1.563, -0.632], [4.635, 4.199, -1.542], [2.257, 1.564, 0.261], [2.791, 2.748, 0.862], [-1.244, 1.954, 5.487], [-1.560, 0.569, 4.460], [-0.111, 0.611, 5.475], [-0.647, 2.136, 2.883], [0.352, 2.879, 4.099], [1.606, 0.472, 3.987], [2.071, 1.888, 3.067], [0.396, 2.028, 1.052], [-0.654, 0.089, -0.170], [1.812, -1.019, -1.332], [1.756, -1.279, 0.396], [-0.222, -2.061, -1.783], [0.760, -3.159, -0.848], [0.474, -2.303, 1.679], [-0.601, -3.679, 1.751], [-1.974, -1.078, 2.025], [-0.811, -1.390, 3.315], [-2.162, -2.509, 3.008], [-3.566, -2.722, 0.799], [-3.687, -4.294, -0.064], [-2.730, -4.166, 1.404], [0.154, 2.813, -2.607], [-0.070, 3.086, -0.895], [-1.916, 1.963, -2.857], [-1.721, 0.817, -1.564], [-3.129, 3.434, -1.566], [-2.063, 3.243, -0.183], [-3.190, 1.106, 0.401], [-4.216, 2.538, 0.427], [-3.770, -0.693, -0.884], [-3.591, 0.051, -2.479], [-5.139, -0.601, -2.030], [-7.740, 0.384, 0.013], [-6.595, -0.746, -0.711], [-6.307, -0.122, 0.919], [2.487, 1.874, -2.962], [4.567, 0.769, -0.375], [3.013, 3.449, 0.168], [3.637, 2.510, 1.366], [4.866, 7.692, -5.061], [4.664, 8.233, -3.659], [3.461, 7.751, -3.060], [4.019, 7.954, -5.695], [5.775, 8.094, -5.509], [4.949, 6.601, -5.048], [4.568, 9.317, -3.676], [5.523, 7.982, -3.027], [3.515, 6.792, -3.019], [8.569, 1.127, -4.689], [7.342, 0.884, -5.544], [6.206, 0.504, -4.764], [8.813, 0.235, -4.112], [9.429, 1.389, -5.305], [8.396, 1.946, -3.985], [7.511, 0.061, -6.235], [7.104, 1.774, -6.136], [6.014, 1.213, -4.144], [-4.660, -0.928, 7.096], [-4.450, -0.567, 5.639], [-3.514, -1.434, 4.995], [-3.713, -0.897, 7.635], [-5.356, -0.237, 7.573], [-5.066, -1.937, 7.190], [-4.032, 0.435, 5.549], [-5.403, -0.584, 5.100], [-3.863, -2.329, 5.051], [-3.055, -5.762, -4.524], [-2.802, -6.843, -3.490], [-1.436, -6.890, -3.093], [-2.434, -5.930, -5.404], [-4.102, -5.747, -4.832], [-2.802, -4.780, -4.116], [-3.034, -7.827, -3.895], [-3.436, -6.682, -2.610], [-1.222, -6.031, -2.714], [2.136, -4.755, 3.309], [1.944, -3.887, 4.537], [0.601, -3.913, 5.012], [1.451, -4.440, 2.522], [3.158, -4.692, 2.933], [1.922, -5.804, 3.526], [2.147, -2.842, 4.299], [2.631, -4.187, 5.334], [0.388, -4.818, 5.258]]
}

No. 2
{
  "formula": "C29H69IO7",
  "method": "ωB97M-V/def2-TZVPD",
  "largest_force_ev_per_a": 0.29,
  "relative_energy_kcal_mol": 0.00,
  "spin_multiplicity": 1,
  "homo_lumo_gap_ev": 9.756,
  "molar_mass_g_mol": 656.77,
  "smiles": "CC[C@@H](COC)OCCCCI.CCOCC.CCOCC.CCOCC.CCOCC.CCOCC",
  "lumo_ev": 0.69,
  "symbols": ["C", "C", "C", "C", "O", "C", "O", "C", "C", "C", "C", "I", "H", "H", "H", "H", "H", "H", "H", "H", "H", "H", "H", "H", "H", "H", "H", "H", "H", "H", "H", "C", "C", "O", "C", "C", "H", "H", "H", "H", "H", "H", "H", "H", "H", "H", "C", "C", "O", "C", "C", "H", "H", "H", "H", "H", "H", "H", "H", "H", "H", "C", "C", "O", "C", "C", "H", "H", "H", "H", "H", "H", "H", "H", "H", "H", "C", "C", "O", "C", "C", "H", "H", "H", "H", "H", "H", "H", "H", "H", "H", "C", "C", "O", "C", "C", "H", "H", "H", "H", "H", "H", "H", "H", "H", "H"],
  "positions_angstrom": [[6.136, -0.050, -5.577], [4.625, -0.154, -5.394], [3.895, -1.001, -6.435], [4.524, -2.381, -6.707], [4.118, -3.307, -5.724], [3.859, -4.601, -6.210], [2.570, -1.112, -5.976], [1.657, -1.660, -6.912], [0.521, -2.307, -6.146], [-0.447, -1.283, -5.559], [-1.355, -1.888, -4.493], [-0.650, -1.535, -2.510], [6.530, 0.815, -5.043], [6.663, -0.932, -5.213], [6.401, 0.088, -6.630], [4.178, 0.842, -5.416], [4.387, -0.580, -4.415], [3.906, -0.458, -7.397], [5.613, -2.274, -6.689], [4.257, -2.740, -7.708], [4.779, -5.134, -6.479], [3.346, -5.146, -5.420], [3.216, -4.571, -7.100], [1.290, -0.853, -7.564], [2.153, -2.393, -7.558], [-0.011, -3.001, -6.806], [0.966, -2.900, -5.341], [0.136, -0.460, -5.140], [-1.077, -0.858, -6.347], [-2.366, -1.491, -4.515], [-1.409, -2.973, -4.578], [0.747, 1.047, 2.853], [-0.763, 0.992, 2.731], [-1.346, 2.211, 2.286], [-0.938, 2.645, 0.999], [-1.238, 1.650, -0.108], [1.047, 1.894, 3.472], [1.107, 0.135, 3.332], [1.246, 1.134, 1.886], [-1.209, 0.805, 3.706], [-1.067, 0.160, 2.088], [0.130, 2.895, 0.998], [-1.487, 3.572, 0.832], [-0.630, 0.749, -0.024], [-1.021, 2.096, -1.081], [-2.289, 1.358, -0.090], [-5.497, 0.372, -8.665], [-3.997, 0.320, -8.437], [-3.610, -0.474, -7.326], [-3.962, -1.843, -7.396], [-3.323, -2.586, -8.557], [-6.012, 0.670, -7.751], [-5.722, 1.106, -9.440], [-5.900, -0.586, -8.995], [-3.618, 1.316, -8.206], [-3.488, -0.018, -9.347], [-5.050, -1.970, -7.417], [-3.612, -2.261, -6.452], [-3.720, -2.268, -9.522], [-3.517, -3.655, -8.458], [-2.242, -2.430, -8.560], [-0.810, -2.922, 6.219], [-1.700, -2.122, 5.286], [-1.110, -1.825, 4.032], [-0.756, -2.939, 3.230], [-1.936, -3.807, 2.827], [0.162, -2.438, 6.321], [-1.269, -2.962, 7.208], [-0.661, -3.947, 5.876], [-1.905, -1.145, 5.723], [-2.664, -2.627, 5.150], [0.008, -3.546, 3.729], [-0.294, -2.504, 2.343], [-2.366, -4.339, 3.677], [-1.608, -4.554, 2.103], [-2.715, -3.199, 2.365], [1.038, 5.708, 3.434], [1.857, 4.618, 4.102], [3.047, 5.078, 4.723], [2.866, 6.008, 5.776], [2.061, 5.469, 6.946], [1.655, 6.279, 2.739], [0.219, 5.250, 2.878], [0.598, 6.398, 4.156], [2.196, 3.900, 3.356], [1.235, 4.069, 4.819], [2.410, 6.932, 5.400], [3.877, 6.256, 6.100], [1.014, 5.304, 6.687], [2.087, 6.188, 7.767], [2.484, 4.528, 7.299], [-2.143, 1.992, 8.332], [-2.138, 0.475, 8.406], [-0.850, -0.091, 8.586], [-0.184, 0.275, 9.783], [-0.906, -0.157, 11.048], [-1.435, 2.339, 7.578], [-3.139, 2.339, 8.052], [-1.890, 2.454, 9.287], [-2.493, 0.058, 7.464], [-2.824, 0.131, 9.189], [0.002, 1.355, 9.806], [0.785, -0.218, 9.719], [-1.838, 0.389, 11.201], [-0.269, 0.033, 11.914], [-1.131, -1.224, 11.014]]
}